# C42H40BrFN7O7RhS

A structure of composition C42H40BrFN7O7RhS (wB97M-V/def2-TZVPD, the OMol25 dataset).

Positions of all 100 atoms, in Å:
Rh  0.09  -0.48  -0.20
C  0.70  2.46  1.43
O  0.83  1.74  0.19
C  1.76  2.19  -0.72
C  2.67  3.20  -0.49
C  3.58  3.54  -1.49
Br  4.81  4.92  -1.17
C  3.59  2.88  -2.70
C  2.67  1.85  -2.94
C  1.76  1.51  -1.95
O  0.85  0.52  -2.10
C  2.60  1.13  -4.21
N  1.73  0.16  -4.41
C  1.93  -0.27  -5.71
C  1.28  -1.26  -6.44
C  1.69  -1.46  -7.74
C  2.73  -0.71  -8.31
C  3.39  0.28  -7.60
C  2.96  0.48  -6.29
N  3.37  1.37  -5.31
H  0.40  3.48  1.23
H  1.64  2.43  1.98
H  -0.07  1.94  1.99
H  2.68  3.74  0.45
H  4.31  3.17  -3.45
H  0.99  0.09  -3.02
H  0.47  -1.83  -6.00
H  1.20  -2.21  -8.35
H  3.02  -0.90  -9.33
H  4.18  0.86  -8.04
H  4.06  2.09  -5.40
C  -3.07  -6.34  -4.48
C  -2.01  -5.38  -5.00
N  -1.32  -4.66  -3.92
C  -1.76  -3.44  -3.58
C  -1.26  -2.68  -2.56
C  -1.99  -1.37  -2.32
O  -2.92  -1.07  -3.03
O  -1.56  -0.64  -1.33
C  -0.17  -3.18  -1.79
O  0.39  -2.60  -0.84
C  0.28  -4.53  -2.13
C  1.27  -5.13  -1.35
C  1.64  -6.42  -1.60
F  2.55  -7.01  -0.80
C  1.10  -7.16  -2.66
C  0.12  -6.57  -3.44
C  -0.32  -5.26  -3.17
N  1.47  -8.51  -2.92
C  0.65  -9.49  -2.22
C  1.16  -10.90  -2.57
N  1.84  -10.82  -3.90
C  3.13  -10.03  -3.80
C  2.89  -8.85  -2.84
H  -3.56  -6.84  -5.31
H  -3.82  -5.81  -3.91
H  -2.63  -7.10  -3.83
H  -2.47  -4.62  -5.64
H  -1.26  -5.88  -5.62
H  -2.58  -3.04  -4.16
H  1.69  -4.58  -0.52
H  -0.29  -7.14  -4.25
H  -0.39  -9.37  -2.55
H  0.68  -9.37  -1.13
H  0.36  -11.63  -2.62
H  1.91  -11.25  -1.86
H  1.23  -10.34  -4.55
H  2.03  -11.75  -4.27
H  3.38  -9.71  -4.80
H  3.90  -10.71  -3.43
H  3.49  -8.01  -3.17
H  3.20  -9.11  -1.83
C  -0.13  -7.74  1.41
C  -0.17  -6.26  1.66
C  -1.09  -5.45  1.01
C  -1.12  -4.08  1.23
C  -0.23  -3.52  2.13
C  0.65  -4.32  2.84
C  0.70  -5.68  2.58
S  -0.26  -1.78  2.42
O  -1.35  -1.24  1.60
O  -0.26  -1.56  3.83
N  0.97  -1.04  1.69
C  2.22  -1.45  1.27
C  3.19  -2.18  1.95
C  4.38  -2.42  1.29
C  4.58  -1.94  0.00
C  3.57  -1.21  -0.60
N  2.42  -0.97  0.04
H  -0.63  -7.99  0.46
H  -0.65  -8.28  2.20
H  0.89  -8.11  1.38
H  -1.80  -5.90  0.32
H  -1.85  -3.45  0.73
H  1.28  -3.89  3.61
H  1.39  -6.31  3.13
H  3.03  -2.51  2.97
H  5.17  -2.97  1.79
H  5.51  -2.10  -0.52
H  3.66  -0.80  -1.60

Summary:
ΔE to the lowest compared entry with this formula, charge and spin = 0.000 eV
Gap between HOMO and LUMO (alpha / beta) = 7.310 / 5.763 eV
Net charge = +2
Lowest unoccupied orbital energy (alpha / beta) = -4.91 / -6.45 eV
Spin multiplicity = 5
Expectation value of S² = 6.010

Löwdin population analysis, charges in e, atoms 1 to 6: 1.4570, -0.0168, -0.1741, -0.2000, -0.0343, -0.6711